Entry from the OMol25 dataset: a structure of composition C31H45IrN4O3PS3 at a distorted geometry (ωB97M-V/def2-TZVPD).

Last column: Löwdin charge in e.
Atoms and positions in Å:
Ir1 -0.1454 0.5504 -0.7210  0.793
C1 -0.0393 -1.4216 3.8010  -0.094
N1 0.1870 -0.1074 3.2429  -0.247
C2 0.0991 0.9055 4.2657  -0.109
C3 1.4341 0.0046 2.5058  -0.212
C4 1.5614 -1.0213 1.3971  -0.257
C5 2.4346 -2.0791 1.6806  -0.079
C6 2.5748 -3.1849 0.8590  -0.109
C7 1.7927 -3.2427 -0.2825  -0.120
C8 0.9711 -2.1744 -0.5955  -0.185
C9 0.8520 -1.0064 0.1709  -0.324
H1 0.7288 -1.6990 4.5517  0.084
H2 -0.0376 -2.1731 3.0132  0.083
H3 -1.0203 -1.4415 4.2785  0.078
H4 0.9086 0.8152 5.0189  0.080
H5 -0.8577 0.8184 4.7838  0.081
H6 0.1531 1.9004 3.8226  0.067
H7 2.2895 -0.1434 3.1972  0.112
H8 1.5134 1.0211 2.1264  0.035
H9 2.9894 -2.0419 2.6127  0.101
H10 3.2463 -3.9918 1.1260  0.090
H11 1.8315 -4.1057 -0.9398  0.098
H12 0.3732 -2.2347 -1.4883  0.031
O1 -0.8050 2.2295 -2.0506  -0.613
S1 -2.1073 1.6894 -2.6282  0.166
O2 -3.2521 2.1863 -1.9143  -0.359
O3 -2.1517 1.8441 -4.0674  -0.384
S2 -1.7736 -0.3192 -2.1360  0.406
C10 -2.2930 4.9466 1.7979  -0.120
C11 -3.3101 4.1036 1.3554  -0.087
C12 -3.0446 2.7873 1.0317  -0.048
C13 -1.7498 2.2546 1.1375  -0.302
C14 -0.7382 3.1146 1.5608  -0.069
C15 -1.0075 4.4379 1.8939  -0.117
N2 -1.4874 0.9146 0.8113  -0.111
C16 -2.2707 -0.0508 1.4081  -0.293
C17 -2.2495 -1.3970 0.9923  -0.084
C18 -2.9878 -2.3727 1.6373  -0.111
C19 -3.7816 -2.0788 2.7403  -0.145
C20 -3.7933 -0.7643 3.1874  -0.126
C21 -3.0572 0.2221 2.5523  -0.056
H13 -2.5041 5.9754 2.0649  0.085
H14 -4.3186 4.4841 1.2427  0.097
H15 -3.8294 2.1493 0.6510  0.118
H16 0.2667 2.7250 1.6519  0.060
H17 -0.2027 5.0643 2.2623  0.084
H18 -1.6276 -1.6773 0.1593  0.030
H19 -2.9320 -3.3909 1.2669  0.094
H20 -4.3612 -2.8465 3.2374  0.079
H21 -4.3782 -0.4948 4.0612  0.090
H22 -3.0689 1.2210 2.9652  0.101
S3 2.0538 1.7856 -0.2007  0.772
C22 1.8880 3.4818 -0.3843  -0.723
N3 0.8495 4.0568 -0.9538  0.046
C23 0.7040 5.4908 -1.1432  -0.147
C24 1.5185 6.2427 -0.1083  -0.163
C25 2.9399 5.7076 -0.1113  -0.177
N4 2.8953 4.2649 0.0656  0.009
H23 0.0829 3.4496 -1.2684  0.075
H24 -0.3561 5.7303 -1.0675  0.129
H25 1.0382 5.7606 -2.1507  0.123
H26 1.0808 6.0890 0.8770  0.095
H27 1.5113 7.3114 -0.3232  0.116
H28 3.5149 6.1340 0.7109  0.118
H29 3.4458 5.9721 -1.0466  0.118
H30 3.6912 3.7706 0.4300  0.116
C26 1.9200 1.6603 -5.2366  -0.142
C27 1.1868 1.7044 -3.8959  -0.383
P1 1.3006 0.2118 -2.8194  0.880
C28 0.9281 -1.0554 -4.1272  -0.387
C29 0.6024 -2.5110 -3.8099  -0.162
C30 3.1464 0.1046 -2.7135  -0.418
C31 3.7290 -0.9586 -1.7881  -0.144
H31 1.8173 2.6231 -5.7414  0.069
H32 1.5007 0.9055 -5.9012  0.061
H33 2.9873 1.4590 -5.1306  0.055
H34 0.1338 1.9058 -4.0581  0.040
H35 1.5641 2.5294 -3.2850  0.068
H36 1.7858 -1.0260 -4.8027  0.070
H37 0.0755 -0.6263 -4.6605  0.076
H38 1.3754 -2.9918 -3.2104  0.051
H39 0.5089 -3.0700 -4.7441  0.071
H40 -0.3459 -2.5918 -3.2822  0.038
H41 3.4710 1.0883 -2.3753  0.037
H42 3.5251 -0.0365 -3.7278  0.064
H43 3.4028 -0.8179 -0.7580  0.042
H44 4.8213 -0.9196 -1.8075  0.070
H45 3.4267 -1.9625 -2.0844  0.059

## Properties
Relative energy (zero: lowest compared OMol25 entry of this formula, charge and spin) (kJ/mol): 17.48
E_HOMO (eV): -3.372
Charge: -1
LUMO level (Eh): 0.0747
2S+1: 1